DFT (ωB97M-V/def2-TZVPD) results for a molecular structure, C23H35F5N3O2RhSeSi4 at a distorted geometry.

XYZ file:
```
74
Properties=species:S:1:pos:R:3:forces:R:3:mulliken_charge:R:1
Rh -0.243267 -1.369613 -1.017819 0.8 -2.2 0.0 0.601
N -0.259230 -3.399010 -2.304743 -0.5 0.0 0.0 -0.364
C 0.424477 -4.413618 -1.495619 0.5 0.1 0.4 -0.859
C 1.550191 -3.773476 -0.652029 -0.1 -0.7 -0.3 0.529
O 2.503452 -4.457193 -0.328980 -0.1 0.1 0.0 -0.665
O 1.390866 -2.536785 -0.322548 -0.7 1.4 -0.1 -0.102
H -1.194072 -3.706986 -2.549343 0.0 0.0 -0.1 0.197
H 0.252520 -3.248462 -3.167516 0.0 0.0 0.0 0.250
H 0.852248 -5.223590 -2.088442 0.0 0.1 0.0 0.406
H -0.279930 -4.843282 -0.780223 -0.1 0.0 -0.1 0.226
C 3.037325 0.990512 -2.886334 0.3 -0.1 0.2 -1.103
Si 3.251020 0.643322 -1.026156 -0.3 -0.2 -0.7 0.495
C 4.302928 -0.899212 -0.739537 -0.3 0.1 -0.1 -0.763
C 4.173207 2.130525 -0.288786 -0.5 -0.2 0.1 -1.005
Si 0.966639 0.462480 -0.216143 0.5 0.7 2.8 -0.010
Si -0.104111 2.635284 -0.097369 0.1 -0.5 -0.4 0.824
C 0.862357 4.049294 0.721204 0.0 -0.3 -0.1 -1.123
C -1.784626 2.497049 0.786365 0.1 -0.1 -0.2 -0.956
C -0.367952 3.089857 -1.930006 -0.2 0.1 0.2 -1.002
Si 1.616024 0.041036 2.377654 -0.6 0.6 -2.2 -0.047
C 2.624432 -1.540366 2.407566 -0.2 0.1 0.4 -0.546
C 2.519011 1.539980 3.102083 -0.1 -0.4 0.0 -0.828
C -0.156843 -0.041458 3.013199 0.4 -0.3 0.5 -0.244
H 3.994429 1.011749 -3.412914 0.1 0.0 0.0 0.419
H 2.551646 1.953547 -3.052057 -0.1 0.0 0.1 0.269
H 2.420205 0.224275 -3.358377 0.0 -0.1 0.0 0.232
H 5.079203 -0.997758 -1.500705 0.0 0.1 -0.1 0.426
H 3.695117 -1.803370 -0.762122 0.0 0.0 0.0 -0.023
H 4.795561 -0.861523 0.232039 0.0 0.0 0.1 0.279
H 5.128455 2.265376 -0.798332 0.0 -0.1 -0.1 0.395
H 4.382299 1.992073 0.770769 0.0 0.0 0.0 0.230
H 3.606859 3.054266 -0.399342 0.0 0.1 0.0 0.208
H 0.961720 3.903220 1.796091 0.0 0.0 0.0 0.291
H 0.358445 5.005645 0.568659 -0.1 0.0 -0.1 0.392
H 1.866299 4.141367 0.309108 0.0 0.0 0.0 0.240
H -1.739632 2.910945 1.793833 0.1 0.0 0.1 0.438
H -2.117201 1.461099 0.868216 0.1 -0.1 0.1 -0.102
H -2.561857 3.041043 0.245546 0.0 0.1 0.0 0.443
H 0.436479 3.725594 -2.301818 0.1 0.0 0.0 0.418
H -1.310234 3.616844 -2.099251 0.0 0.1 0.0 0.385
H -0.383935 2.191184 -2.548325 0.0 0.0 0.0 0.014
H 3.693574 -1.338033 2.339532 0.0 0.1 0.0 0.296
H 2.349138 -2.175580 1.567770 0.0 0.1 0.0 -0.218
H 2.445566 -2.110574 3.322694 0.1 0.0 0.1 0.454
H 3.504477 1.656388 2.654039 0.0 0.0 0.0 0.225
H 2.657873 1.413787 4.178550 0.0 0.0 0.1 0.420
H 1.966528 2.464378 2.944604 0.0 0.0 0.0 0.110
H -0.745052 -0.666366 2.347219 0.1 0.0 0.0 -0.634
H -0.623853 0.942119 3.056809 0.1 0.1 0.0 0.221
H -0.202568 -0.483694 4.012307 -0.1 0.0 0.1 0.494
N -1.297303 0.734381 -6.724802 -0.1 0.0 0.0 -0.473
C -1.654200 0.642587 -5.637138 0.2 0.1 -0.4 -0.169
C -2.067251 0.535432 -4.277237 -0.6 0.2 0.4 0.224
C -3.101588 1.330340 -3.765768 0.4 -0.4 0.1 -0.318
C -3.457525 1.132298 -2.443902 -0.4 0.1 -0.3 -0.913
C -2.794043 0.197094 -1.679243 0.2 -0.4 0.2 -0.077
N -1.779477 -0.546727 -2.155941 0.1 1.4 0.2 0.297
C -1.448920 -0.378729 -3.439003 0.1 -0.3 -0.1 -0.106
H -3.601080 2.049591 -4.397506 0.0 0.1 0.0 0.538
H -4.281331 1.679914 -2.009882 0.1 0.1 0.1 0.506
H -3.080463 0.001142 -0.657837 0.1 0.1 0.0 0.224
H -0.656938 -1.013633 -3.819963 0.1 0.1 0.0 0.410
F -5.132322 -1.208251 5.354329 0.0 0.0 0.0 -0.297
C -4.383266 -1.484095 4.295318 0.2 0.0 -0.2 0.581
C -3.202839 -2.198266 4.434378 -0.1 0.0 0.1 0.284
F -2.822791 -2.623148 5.638060 0.0 0.0 0.0 -0.298
C -2.433431 -2.468193 3.320707 0.1 -0.1 -0.5 0.630
F -1.303124 -3.151634 3.477100 -0.1 0.0 0.3 -0.356
C -2.802843 -2.059188 2.036467 -0.1 0.5 0.4 -0.650
Se -1.741585 -2.606299 0.562833 0.4 -0.1 -0.8 0.001
C -3.998222 -1.354393 1.934715 0.4 -0.2 -0.1 0.198
F -4.418330 -0.947008 0.729673 -0.2 0.1 0.1 -0.315
C -4.776293 -1.057949 3.036674 -0.1 0.1 0.0 0.149
F -5.911039 -0.369556 2.896949 0.0 0.0 0.0 -0.302
```
Forces are in eV/Å.

Values from the calculation:
- Spin multiplicity: 1
- Energy relative to the best compared isomer or geometry (same formula, charge and spin): 24.9 kcal per mole
- Electronic energy: -146437.050 eV

=====

DFT (ωB97M-V/def2-TZVPD) results for C10H18N2 in the gas phase at a distorted geometry.

XYZ file:
```
30
Properties=species:S:1:pos:R:3:forces:R:3:mulliken_charge:R:1
C -0.902326 -0.787074 -1.901195 2.3 1.1 0.9 -1.151
C -0.533640 0.362876 -0.876779 -1.4 1.0 -0.5 -0.013
C 0.850192 1.089702 -1.072869 -0.7 -0.3 0.8 -0.144
C 1.967247 0.256689 -0.493852 3.5 -2.0 -2.3 -0.664
C 1.798855 -0.134042 0.957864 0.2 1.2 0.3 -0.982
C 0.581280 0.617176 1.444971 -0.5 0.9 -0.6 -0.260
C 0.660893 2.097080 1.089216 -0.6 0.7 0.8 -0.612
C 0.784555 2.312705 -0.218981 -0.6 1.9 0.9 -0.586
C -0.706274 0.108940 0.713873 0.8 0.8 -0.2 0.517
C -1.083547 -1.256321 1.248179 -1.6 -0.7 -0.8 -1.683
H -0.588065 -2.451927 -0.798663 0.2 0.1 0.0 0.169
H -0.312304 -2.725384 -2.341493 0.2 0.5 0.1 0.262
H -1.936365 -0.923948 -1.950146 -2.0 -0.3 0.4 0.440
H -0.696633 -0.379300 -2.898393 0.6 -0.3 0.1 0.518
H -1.272047 1.181223 -1.190481 0.6 -1.0 0.7 0.177
H 1.050176 1.433460 -2.069273 0.0 -0.5 -0.8 0.544
H 2.149161 -0.748676 -1.072844 -0.5 2.0 0.6 0.264
H 2.940454 0.852481 -0.650130 -1.3 -0.9 0.3 0.351
H 1.646044 -1.198806 1.088624 0.1 -0.2 0.0 0.375
H 2.662520 0.204104 1.558938 -0.2 -0.4 -0.3 0.354
H 0.493457 0.478240 2.490714 -0.4 -0.1 1.2 0.725
H 0.361834 2.957516 1.797890 0.8 -1.6 -1.0 0.285
H 0.668254 3.380264 -0.545222 0.3 -1.3 -0.3 0.303
H -1.463948 0.828720 1.105170 0.1 -0.7 -0.5 0.415
H -1.023724 -1.279924 2.313366 0.4 0.4 0.9 0.444
H -0.462156 -2.126076 0.961351 -0.3 0.6 -0.2 0.465
H -3.047839 -0.504044 0.990796 1.5 -3.7 -0.2 0.362
H -2.716809 -2.026329 0.014485 0.5 1.8 2.9 0.301
N -0.160656 -2.019390 -1.610809 -0.3 -0.7 -0.6 -0.552
N -2.547261 -1.546034 1.018343 -1.3 1.6 -2.8 -0.625
```
Forces are in eV/Å.

Values from the calculation:
- Spin multiplicity: 1
- Energy relative to the best compared isomer or geometry (same formula, charge and spin): 49.3 kcal per mole
- Electronic energy: -13639.974 eV

=====

DFT (ωB97M-V/def2-TZVPD) results for a gas-phase ion, C31H36F8N3O4 (charge +1).

XYZ file:
```
82
Properties=species:S:1:pos:R:3:forces:R:3:mulliken_charge:R:1
C 0.189644 -1.883968 1.855128 0.0 -0.1 -0.2 -1.757
C -0.236230 -0.997155 0.719081 -0.1 0.1 0.0 0.590
O 0.643731 0.114334 0.669139 0.0 0.2 0.1 -0.270
C 0.411393 1.062565 -0.334335 0.0 0.0 0.2 -1.461
C 0.485138 0.513542 -1.744747 -0.3 0.3 -0.1 1.947
C -0.357538 1.011354 -2.757003 0.1 -0.2 0.0 0.262
C -1.361461 2.119207 -2.698581 -0.1 0.0 0.0 -1.723
C -2.833729 1.672563 -2.814908 0.3 0.0 -0.2 -0.779
C -3.267513 0.534631 -1.908289 -0.2 0.1 0.0 -0.227
N -4.694924 0.617205 -1.623350 0.1 -0.2 0.1 -0.377
C -5.070816 -0.031110 -0.371917 0.3 0.0 -0.2 -1.066
C -4.594414 0.610304 0.912446 0.1 0.1 0.2 0.456
C -4.781048 -0.164704 2.061051 0.2 0.2 0.2 -0.807
C -4.416635 0.261989 3.327918 0.0 0.2 -0.3 -0.776
C -3.832570 1.514364 3.469794 -0.1 -0.1 -0.2 -0.642
C -3.640753 2.308119 2.352908 -0.1 -0.3 0.0 -0.677
C -4.019399 1.872996 1.082663 -0.1 -0.2 0.1 1.256
O -3.814089 2.697568 0.005350 0.1 -0.1 -0.1 -0.438
N -0.228630 0.475324 -3.968199 0.4 -0.5 0.3 0.589
N 0.601723 -0.484178 -4.326804 -0.3 0.3 -0.4 -1.081
C 1.427273 -0.941056 -3.422498 -0.2 0.3 0.1 0.371
C 2.311109 -2.039424 -3.959488 0.0 -0.1 0.0 -1.015
O 1.588141 -3.249416 -4.087904 -0.1 0.0 -0.1 -0.484
C 0.997895 -3.709399 -2.921547 0.2 -0.1 0.1 0.214
C 1.770226 -4.368143 -1.972873 -0.4 0.1 0.2 -0.350
C 1.159243 -4.846343 -0.818908 -0.1 0.1 -0.2 -0.604
C -0.208404 -4.679572 -0.625116 0.1 0.1 -0.2 -0.596
C -0.972143 -4.032765 -1.588387 0.3 0.0 -0.1 -0.707
C -0.367590 -3.543284 -2.742808 0.1 -0.1 0.2 0.050
C 1.427803 -0.436169 -2.092708 0.0 -0.4 -0.3 0.660
C 2.455489 -0.904324 -1.126994 0.4 -0.1 0.1 0.319
C 3.627163 0.085931 -1.015551 0.0 -0.1 0.1 -1.080
O 3.405827 1.062237 -0.028366 -0.1 0.3 -0.1 -0.339
C 3.795138 0.663034 1.259062 0.0 0.0 -0.2 -0.904
C 3.269259 1.673753 2.261940 -0.1 0.2 0.3 1.166
F 2.035676 1.320249 2.705021 0.0 0.0 0.0 -0.289
F 3.164212 2.902171 1.715146 0.1 0.0 -0.1 -0.374
C 4.200034 1.758871 3.486868 0.0 -0.1 0.1 0.429
F 4.455746 0.477044 3.860920 0.1 0.1 0.0 -0.305
F 5.362113 2.322478 3.111158 -0.1 0.0 -0.1 -0.290
C 3.675698 2.492123 4.752760 0.2 0.0 0.0 0.673
F 4.749876 2.630214 5.566408 -0.1 -0.1 0.1 -0.287
F 2.768870 1.709125 5.363767 0.0 0.0 0.0 -0.253
C 3.083026 3.896839 4.608972 -0.1 0.0 -0.4 0.023
F 1.874562 3.835890 4.006819 0.0 0.0 0.1 -0.210
F 3.901085 4.652545 3.847627 0.0 0.0 0.1 -0.244
H 1.147089 -2.352139 1.643167 0.2 0.0 0.1 0.322
H 0.245926 -1.317012 2.775431 0.0 0.1 0.2 0.359
H -0.535463 -2.683333 1.965823 -0.1 -0.1 0.1 0.468
H -0.201633 -1.556016 -0.219215 -0.1 -0.1 -0.2 -0.068
H -1.246806 -0.643337 0.887649 -0.5 0.2 -0.1 0.298
H 1.210545 1.792069 -0.232111 0.1 0.2 0.1 0.524
H -0.529932 1.576874 -0.157797 -0.3 0.0 -0.1 0.312
H -1.162968 2.749039 -3.563526 0.1 0.2 -0.1 0.462
H -1.185708 2.745287 -1.836472 -0.1 0.0 0.3 0.510
H -3.459427 2.533629 -2.618926 -0.1 0.2 0.1 0.382
H -3.003650 1.394123 -3.854106 -0.2 0.0 -0.2 0.444
H -2.998453 -0.421438 -2.373469 0.1 -0.2 0.1 0.738
H -2.737667 0.606661 -0.967929 0.2 0.0 0.3 -0.331
H -5.210160 0.148921 -2.355464 -0.1 0.1 -0.2 0.334
H -4.701589 -1.064281 -0.335534 0.0 -0.2 0.0 0.362
H -6.154365 -0.089968 -0.345356 -0.2 0.0 0.0 0.493
H -5.230967 -1.139741 1.947466 -0.1 -0.2 0.0 0.430
H -4.588492 -0.364159 4.186691 0.0 -0.1 0.1 0.438
H -3.537775 1.868576 4.442642 0.1 0.1 0.1 0.420
H -3.194225 3.286520 2.452890 0.1 0.2 0.0 0.343
H -3.391193 3.498576 0.328326 -0.1 0.1 0.0 0.321
H -0.820442 0.810861 -4.715929 0.0 0.0 -0.2 0.298
H 3.211846 -2.164133 -3.367839 0.1 -0.1 0.2 0.368
H 2.613752 -1.759769 -4.960275 0.0 0.0 -0.2 0.453
H 2.824318 -4.517461 -2.141565 0.2 0.0 -0.1 0.515
H 1.746508 -5.368424 -0.082036 0.1 -0.1 0.1 0.450
H -0.672743 -5.073155 0.262812 -0.1 -0.1 0.2 0.534
H -2.036426 -3.921705 -1.461972 -0.2 0.0 0.1 0.450
H -0.948790 -3.063209 -3.513081 -0.1 0.1 -0.2 0.521
H 2.012191 -0.995971 -0.144446 0.1 -0.1 0.0 -1.085
H 2.845189 -1.872143 -1.398458 0.0 -0.3 -0.2 0.373
H 3.770249 0.630233 -1.943484 0.1 0.1 -0.2 0.396
H 4.538606 -0.474183 -0.810663 0.2 0.0 0.1 0.370
H 3.385198 -0.308082 1.526604 -0.1 -0.2 0.1 0.274
H 4.880503 0.616364 1.330877 0.2 0.0 0.0 0.623
H 2.977748 4.334369 5.598611 0.0 0.1 0.1 0.306
```
Forces are in eV/Å.

Values from the calculation:
- Total charge: +1
- Spin multiplicity: 1
- Electronic energy: -67123.725 eV

=====

- The highest electronic energy belongs to which entry?
  C10H18N2